(1)
Entry from OMol25: one molecule with the formula C5H9NO (ωB97M-V/def2-TZVPD).

Computed properties:
LUMO energy: 0.72 eV
Kohn-Sham gap: 11.5 eV
energy relative to the best compared isomer or geometry (same formula, charge and spin): 39.4 kcal/mol
SMILES: C[C@@H](O)[C@@H](C)C#N

The geometry in ORCA input format:
```
! wB97M-V def2-TZVPD RIJCOSX def2/J DEFGRID3
* xyz 0 1
C 0.77 -1.22 0.78
C -0.57 -0.43 0.62
O -0.80 0.59 1.58
C -0.66 0.32 -0.75
C 0.13 1.64 -0.78
C -0.08 -0.63 -1.70
N 0.63 -1.50 -1.97
H 1.13 -1.72 -0.18
H 0.63 -2.06 1.48
H 1.54 -0.54 1.17
H -1.40 -1.15 0.64
H -0.58 0.27 2.46
H -1.71 0.53 -0.97
H 0.05 2.11 -1.76
H 1.18 1.45 -0.57
H -0.27 2.32 -0.03
*
```

(2)
Entry from OMol25: one molecule with the formula C10H16N2 (ωB97M-V/def2-TZVPD).

Computed properties:
LUMO energy (spin up / spin down): 0.06 / -0.07 eV
Kohn-Sham gap (spin up / spin down): 7.9 / 7.7 eV
energy relative to the best compared isomer or geometry (same formula, charge and spin): 155.7 kcal/mol

The geometry in ORCA input format:
```
! wB97M-V def2-TZVPD RIJCOSX def2/J DEFGRID3
* xyz 0 1
C 1.41 0.62 -0.49
C 0.14 0.68 -1.31
C 1.26 0.81 0.88
C 2.58 0.61 -1.13
C 0.11 0.76 -2.64
C 1.84 1.22 1.98
C -0.87 -1.57 2.03
C -0.33 -1.97 -0.23
C -1.52 2.17 -0.78
C -1.24 -1.11 0.62
N -1.02 0.82 -0.64
N -1.06 0.29 0.57
H 3.49 0.98 -0.58
H 2.72 0.31 -2.27
H -0.89 0.76 -3.00
H 0.92 1.04 -3.20
H 1.53 1.02 2.97
H 2.71 1.81 1.90
H -1.01 -2.66 2.17
H 0.11 -1.08 2.25
H -1.50 -1.14 2.79
H 0.48 -2.41 0.44
H 0.10 -1.47 -1.11
H -0.94 -2.82 -0.44
H -1.32 2.63 0.14
H -1.04 2.81 -1.42
H -2.62 2.17 -0.88
H -2.30 -1.30 0.29
*
```

(3)
Entry from OMol25: one molecule with the formula C8H14P2 (ωB97M-V/def2-TZVPD).

Computed properties:
LUMO energy (spin up / spin down): -0.97 / -0.41 eV
Kohn-Sham gap (spin up / spin down): 7.0 / 6.7 eV
energy relative to the best compared isomer or geometry (same formula, charge and spin): 64.7 kcal/mol
SMILES: CC/P=C/C=C(\C#[PH2])CC

The geometry in ORCA input format:
```
! wB97M-V def2-TZVPD RIJCOSX def2/J DEFGRID3
* xyz 0 1
C 0.94 -0.31 0.17
C 0.32 -0.27 -1.02
C 0.48 -0.03 1.47
C -0.76 0.44 1.65
C 1.97 -1.44 2.99
C -1.55 0.88 -4.30
C 1.46 -0.06 2.63
C -1.39 -0.15 -3.20
P -1.03 0.64 -1.57
P -1.53 1.27 3.03
H 1.79 -0.92 0.15
H 0.84 -0.85 -1.79
H 1.17 -2.07 3.32
H 2.73 -1.31 3.76
H 2.50 -1.96 2.13
H -2.06 0.24 -5.17
H -2.33 1.63 -3.89
H -0.59 1.31 -4.64
H 2.35 0.64 2.39
H 1.07 0.34 3.50
H -0.61 -0.96 -3.39
H -2.29 -0.83 -3.27
H -2.74 1.45 2.39
H -0.75 2.31 2.65
*
```

(4)
Entry from OMol25: a 13-piece molecular cluster, C20H29Cl24N3O6 overall (ωB97M-V/def2-TZVPD).

Computed properties:
LUMO energy: 0.08 eV
Kohn-Sham gap: 10.5 eV

The geometry in ORCA input format:
```
! wB97M-V def2-TZVPD RIJCOSX def2/J DEFGRID3
* xyz 0 1
C -6.19 -1.12 -12.11
C -6.49 -2.56 -12.12
N -6.66 -3.69 -12.08
H -6.53 -0.72 -13.07
H -5.13 -0.95 -11.96
H -6.75 -0.63 -11.32
C -10.14 2.34 -17.18
C -11.18 1.96 -18.13
N -12.04 1.64 -18.83
H -10.50 2.24 -16.17
H -9.77 3.34 -17.44
H -9.24 1.75 -17.38
C -2.86 -3.45 -9.79
C -2.86 -2.70 -11.03
N -2.90 -2.13 -12.02
H -3.80 -3.26 -9.28
H -2.02 -3.19 -9.16
H -2.80 -4.53 -9.97
C -3.33 -0.76 -14.41
O -3.60 -0.01 -15.57
C -4.85 0.20 -15.94
O -5.83 -0.20 -15.36
O -4.82 0.98 -17.01
C -6.05 1.29 -17.63
H -2.34 -0.52 -14.03
H -3.39 -1.84 -14.58
H -3.96 -0.47 -13.58
H -5.88 1.80 -18.58
H -6.66 1.96 -17.03
H -6.71 0.48 -17.94
C -10.48 0.94 -9.89
O -9.43 0.60 -10.82
C -9.00 1.56 -11.62
O -9.43 2.67 -11.68
O -8.01 1.07 -12.34
C -7.34 1.97 -13.20
H -10.27 1.86 -9.34
H -10.49 0.07 -9.24
H -11.39 1.02 -10.48
H -6.71 2.65 -12.63
H -8.03 2.52 -13.85
H -6.72 1.41 -13.91
C -1.53 1.50 -18.15
Cl -0.77 1.23 -16.61
Cl -1.97 -0.07 -18.86
Cl -0.54 2.38 -19.30
H -2.41 2.11 -17.97
C -0.07 0.15 -11.57
Cl 0.69 -1.43 -11.45
Cl 1.16 1.47 -11.63
Cl -1.10 0.46 -10.18
H -0.68 0.22 -12.46
C -8.74 -1.62 -21.04
Cl -9.43 -1.27 -22.63
Cl -10.01 -2.15 -19.93
Cl -7.97 -0.18 -20.32
H -8.00 -2.41 -21.07
C 1.28 -1.57 -16.14
Cl 0.88 -2.27 -17.72
Cl 2.62 -2.42 -15.41
Cl -0.13 -1.63 -15.05
H 1.58 -0.54 -16.28
C -5.87 5.75 -16.25
Cl -4.75 6.69 -15.22
Cl -6.11 4.11 -15.60
Cl -5.25 5.63 -17.90
H -6.83 6.25 -16.32
C -8.26 -1.54 -14.41
Cl -9.13 -0.75 -15.73
Cl -7.44 -3.00 -15.03
Cl -9.43 -1.98 -13.15
H -7.51 -0.87 -14.01
C -8.89 3.72 -21.23
Cl -8.00 3.31 -19.79
Cl -10.52 4.25 -20.77
Cl -8.99 2.32 -22.34
H -8.51 4.58 -21.76
C -4.54 -2.85 -19.41
Cl -5.10 -3.96 -20.68
Cl -3.49 -3.67 -18.25
Cl -5.90 -2.14 -18.57
H -3.97 -2.10 -19.95
*
```

(5)
Entry from OMol25: a 2-piece molecular cluster, C3H10S2 overall (ωB97M-V/def2-TZVPD).

Computed properties:
LUMO energy: 0.77 eV
Kohn-Sham gap: 9.7 eV
energy relative to the best compared isomer or geometry (same formula, charge and spin): 15.8 kcal/mol
SMILES: CCS.CS

The geometry in ORCA input format:
```
! wB97M-V def2-TZVPD RIJCOSX def2/J DEFGRID3
* xyz 0 1
C 2.23 -3.11 -1.03
S 0.56 -2.84 -1.71
H 2.71 -2.16 -0.84
H 2.05 -3.53 -0.04
H 2.84 -3.70 -1.69
H 0.03 -4.06 -1.57
C -2.43 2.19 0.78
C -1.02 1.80 0.39
S 0.05 2.63 1.62
H -2.50 3.25 0.57
H -2.75 2.01 1.80
H -3.20 1.67 0.11
H -0.83 0.73 0.37
H -0.81 2.13 -0.63
H 0.18 1.67 2.60
*
```

(6)
Entry from OMol25: C3H2FGaO as an isolated structure (ωB97M-V/def2-TZVPD).

Computed properties:
LUMO energy (spin up / spin down): 4.19 / 3.66 eV
Kohn-Sham gap (spin up / spin down): 6.5 / 6.6 eV
energy relative to the best compared isomer or geometry (same formula, charge and spin): 4.0 kcal/mol
⟨S²⟩: 0.771

The geometry in ORCA input format:
```
! wB97M-V def2-TZVPD RIJCOSX def2/J DEFGRID3
* xyz -1 2
C 0.43 0.33 0.03
O -1.40 -2.69 -0.66
C -0.94 -1.70 -0.14
C 0.06 -0.78 -0.68
F -0.51 2.21 2.02
H 1.40 0.73 -0.31
H 0.33 -0.93 -1.74
Ga -0.56 0.31 1.84
*
```

(7)
Entry from OMol25: C4H5FS as an isolated structure (ωB97M-V/def2-TZVPD).

Computed properties:
LUMO energy: -0.25 eV
Kohn-Sham gap: 8.6 eV
energy relative to the best compared isomer or geometry (same formula, charge and spin): 29.5 kcal/mol

The geometry in ORCA input format:
```
! wB97M-V def2-TZVPD RIJCOSX def2/J DEFGRID3
* xyz 0 1
C 0.81 -0.04 -0.44
C -0.09 -1.09 0.21
C -1.14 0.03 0.20
C 0.01 1.06 0.20
H 0.76 0.13 -1.60
H -0.22 -2.03 -0.29
H 0.08 -1.01 1.21
H 0.44 1.15 1.22
H -0.12 1.99 -0.39
F 2.18 -0.12 -0.13
S -2.70 -0.05 -0.19
*
```

(8)
Entry from OMol25: a 4-piece molecular cluster, C11H25NO6S2 overall (ωB97M-V/def2-TZVPD).

Computed properties:
LUMO energy: 0.39 eV
Kohn-Sham gap: 8.9 eV
energy relative to the best compared isomer or geometry (same formula, charge and spin): 33.1 kcal/mol

The geometry in ORCA input format:
```
! wB97M-V def2-TZVPD RIJCOSX def2/J DEFGRID3
* xyz 0 1
C 2.87 -2.52 -1.98
C 2.33 -2.22 -3.48
O 2.54 -3.03 -4.31
N 1.30 -1.03 -3.47
H 0.64 -0.92 -2.66
H 1.95 -0.24 -3.32
C 0.59 -0.91 -4.74
H 2.11 -2.15 -1.33
H 3.82 -1.99 -1.74
H 2.96 -3.70 -1.97
H 0.42 0.22 -4.93
H -0.16 -1.58 -4.71
H 1.33 -1.24 -5.68
O -0.07 -0.62 -1.41
H -0.36 -0.80 -0.61
C -2.85 -0.49 2.27
C -2.49 0.20 3.62
C -3.54 -0.24 4.53
S -4.93 -0.90 3.79
O -5.74 0.15 3.33
O -5.44 -1.96 4.50
C -3.95 -1.49 2.55
H -1.78 -0.69 1.88
H -3.16 0.33 1.72
H -2.43 1.39 3.36
H -1.53 0.02 3.96
H -3.64 0.58 5.35
H -3.12 -0.79 5.04
H -4.69 -1.71 1.83
H -3.55 -2.28 2.88
C 1.08 2.73 0.25
C 1.95 1.59 0.85
C 3.21 1.54 0.14
S 2.86 2.10 -1.47
O 2.85 0.87 -2.23
O 3.62 3.21 -1.85
C 1.18 2.57 -1.23
H 1.43 3.54 0.71
H -0.03 2.45 0.56
H 1.60 0.54 0.74
H 2.09 1.86 1.96
H 3.47 0.36 -0.06
H 3.98 2.24 0.47
H 0.58 1.68 -1.48
H 0.66 3.34 -1.64
*
```

(9)
Entry from OMol25: C48H78N21O2 as an isolated structure (ωB97M-V/def2-TZVPD).

Computed properties:
LUMO energy: -2.11 eV
Kohn-Sham gap: 8.5 eV

The geometry in ORCA input format:
```
! wB97M-V def2-TZVPD RIJCOSX def2/J DEFGRID3
* xyz 1 1
C -1.41 0.71 -0.55
C -2.71 0.11 -1.08
O -2.45 -1.16 -1.66
C -3.62 -1.68 -2.28
C -3.74 -3.14 -1.85
N -2.60 -3.46 -0.97
C -2.75 -4.71 -0.17
C -1.73 -4.55 0.97
O -0.50 -3.97 0.55
C -0.24 -4.16 -0.83
C -1.34 -3.65 -1.75
H -0.98 1.38 -1.29
H -1.62 1.30 0.33
H -0.67 -0.06 -0.35
H -3.14 0.82 -1.79
H -3.40 0.05 -0.23
H -3.61 -1.58 -3.37
H -4.49 -1.14 -1.94
H -4.64 -3.28 -1.28
H -3.78 -3.86 -2.66
H -2.42 -2.70 -0.30
H -2.50 -5.54 -0.82
H -3.76 -4.82 0.20
H -2.18 -3.84 1.66
H -1.63 -5.48 1.53
H 0.63 -3.55 -1.06
H 0.07 -5.17 -1.07
H -1.06 -2.77 -2.31
H -1.57 -4.45 -2.45
C -0.12 -0.72 -4.07
C -0.08 -0.63 -5.52
N -0.08 -0.55 -6.66
H 0.54 -1.52 -3.73
H 0.21 0.22 -3.63
H -1.14 -0.93 -3.75
C -1.50 4.59 0.98
C -2.40 3.47 1.26
N -3.08 2.59 1.51
H -0.52 4.39 1.41
H -1.40 4.70 -0.10
H -1.90 5.50 1.40
C -6.00 -2.46 2.00
C -5.36 -3.50 2.81
N -4.87 -4.31 3.45
H -5.36 -1.58 1.97
H -6.15 -2.83 0.98
H -6.96 -2.20 2.43
C -6.83 -7.46 -0.17
C -6.38 -6.31 -0.95
N -6.03 -5.41 -1.57
H -6.75 -7.23 0.89
H -7.87 -7.68 -0.41
H -6.21 -8.33 -0.40
C -0.74 -1.86 3.48
C -0.01 -1.99 4.75
N 0.61 -2.05 5.71
H -0.28 -2.50 2.72
H -1.77 -2.17 3.63
H -0.72 -0.83 3.14
C 2.60 0.38 2.99
C 1.97 1.12 1.90
N 1.47 1.70 1.04
H 3.41 -0.23 2.60
H 2.99 1.08 3.73
H 1.86 -0.27 3.46
C 1.95 -4.95 6.03
C 3.35 -5.38 6.10
N 4.44 -5.70 6.14
H 1.39 -5.39 6.85
H 1.89 -3.87 6.10
H 1.52 -5.27 5.08
C 2.16 0.48 8.11
C 2.27 1.51 7.08
N 2.32 2.26 6.22
H 2.35 0.91 9.10
H 1.16 0.07 8.08
H 2.88 -0.31 7.92
C 3.74 4.05 3.89
C 5.16 4.12 3.57
N 6.28 4.18 3.32
H 3.37 5.04 4.16
H 3.19 3.69 3.02
H 3.57 3.37 4.73
C 2.63 3.63 -0.18
C 1.36 3.82 -0.88
N 0.37 3.97 -1.44
H 2.46 3.08 0.75
H 3.31 3.06 -0.81
H 3.07 4.59 0.05
C 3.74 -4.73 -1.92
C 3.08 -3.71 -2.74
N 2.57 -2.91 -3.37
H 2.99 -5.26 -1.32
H 4.25 -5.46 -2.55
H 4.45 -4.25 -1.26
C -2.88 1.29 -5.91
C -4.16 1.58 -5.27
N -5.17 1.80 -4.77
H -2.87 0.26 -6.28
H -2.72 1.97 -6.75
H -2.07 1.41 -5.20
C 1.09 -5.09 -6.39
C 1.91 -5.92 -5.50
N 2.55 -6.56 -4.82
H 1.61 -4.93 -7.33
H 0.14 -5.59 -6.59
H 0.90 -4.13 -5.92
C 4.34 6.41 0.68
C 3.00 5.83 0.71
N 1.95 5.38 0.73
H 4.29 7.48 0.85
H 4.95 5.96 1.47
H 4.81 6.22 -0.28
C -3.74 -2.14 -8.15
C -3.23 -2.65 -6.88
N -2.83 -3.04 -5.89
H -3.38 -2.77 -8.97
H -4.83 -2.15 -8.15
H -3.38 -1.12 -8.31
C 0.83 6.50 6.25
C 2.25 6.56 5.92
N 3.36 6.61 5.68
H 0.48 7.50 6.51
H 0.27 6.14 5.39
H 0.67 5.83 7.09
C 3.54 10.11 7.65
C 2.18 9.58 7.70
N 1.12 9.15 7.74
H 3.52 11.19 7.80
H 4.15 9.65 8.42
H 3.98 9.89 6.68
C -1.32 5.41 -7.45
C -0.86 4.27 -6.66
N -0.50 3.37 -6.05
H -0.66 5.55 -8.30
H -2.33 5.23 -7.80
H -1.30 6.31 -6.83
C 3.14 2.48 -5.39
C 3.66 3.67 -4.72
N 4.06 4.60 -4.19
H 3.90 2.05 -6.04
H 2.85 1.74 -4.64
H 2.26 2.74 -5.98
C 3.57 -3.73 2.30
C 3.81 -2.62 1.38
N 4.00 -1.75 0.66
H 3.70 -3.39 3.33
H 2.56 -4.10 2.17
H 4.28 -4.53 2.10
*
```

(10)
Entry from OMol25: C30H47NO4SSi5TcTe as an isolated structure (ωB97M-V/def2-TZVPD).

Computed properties:
LUMO energy (spin up / spin down): -0.35 / -1.02 eV
Kohn-Sham gap (spin up / spin down): 7.3 / 6.9 eV
energy relative to the best compared isomer or geometry (same formula, charge and spin): 2.0 kcal/mol
⟨S²⟩: 3.788

The geometry in ORCA input format:
```
! wB97M-V def2-TZVPD RIJCOSX def2/J DEFGRID3
* xyz 0 4
Tc 1.15 -0.96 1.11
C 1.46 -5.19 -5.09
C 1.83 -4.17 -4.05
C 3.00 -4.32 -3.30
C 3.35 -3.39 -2.34
C 2.50 -2.32 -2.10
C 1.33 -2.14 -2.83
C 1.02 -3.07 -3.81
S 2.98 -1.11 -0.91
O 1.83 -0.15 -0.77
O 4.22 -0.54 -1.33
N 2.98 -1.70 0.56
C 3.26 -3.03 1.06
C 2.44 -3.20 2.35
O 2.66 -4.08 3.13
O 1.46 -2.30 2.50
H 2.33 -5.71 -5.48
H 0.94 -4.72 -5.93
H 0.79 -5.94 -4.66
H 3.65 -5.16 -3.49
H 4.28 -3.49 -1.80
H 0.69 -1.29 -2.64
H 0.12 -2.93 -4.40
H 4.31 -3.18 1.29
H 2.93 -3.81 0.36
C -4.07 -0.97 -2.50
C -3.08 -1.83 -2.94
C -2.08 -2.23 -2.07
C -2.03 -1.77 -0.76
C -3.05 -0.92 -0.32
C -4.06 -0.52 -1.18
Si -0.69 -2.43 0.38
C -1.43 -3.42 1.78
C -1.53 -4.80 1.58
C -2.11 -5.62 2.53
C -2.59 -5.08 3.71
C -2.49 -3.71 3.93
C -1.92 -2.89 2.98
H -4.86 -0.65 -3.17
H -3.09 -2.19 -3.96
H -1.32 -2.92 -2.42
H -3.04 -0.54 0.69
H -4.84 0.14 -0.83
H 0.05 -3.41 -0.46
H -1.16 -5.24 0.66
H -2.18 -6.69 2.36
H -3.04 -5.72 4.47
H -2.86 -3.28 4.86
H -1.84 -1.83 3.18
C 2.83 2.92 -1.12
Si 2.28 3.15 0.66
C 2.61 4.96 1.08
C 3.28 2.05 1.81
Si -0.03 2.78 0.96
Te -0.60 0.64 2.22
Si -1.26 2.92 -1.03
C -0.81 4.54 -1.88
C -0.86 1.50 -2.18
C -3.09 2.95 -0.62
Si -0.89 4.27 2.59
C -0.96 6.03 1.94
C -2.63 3.75 3.08
C 0.18 4.17 4.12
H 3.91 3.07 -1.17
H 2.36 3.66 -1.77
H 2.60 1.93 -1.50
H 3.68 5.17 0.93
H 2.36 5.21 2.11
H 2.05 5.62 0.42
H 4.33 2.37 1.79
H 3.25 1.00 1.50
H 2.92 2.11 2.84
H 0.24 4.58 -2.16
H -1.02 5.40 -1.24
H -1.40 4.66 -2.80
H 0.20 1.51 -2.46
H -1.46 1.55 -3.09
H -1.08 0.54 -1.69
H -3.37 3.91 -0.18
H -3.34 2.16 0.09
H -3.70 2.80 -1.52
H -1.66 6.09 1.09
H 0.01 6.39 1.61
H -1.33 6.70 2.71
H -3.31 3.73 2.22
H -3.03 4.45 3.81
H -2.64 2.75 3.53
H 1.21 4.49 3.94
H 0.22 3.14 4.49
H -0.22 4.80 4.92
*
```

Values of max |F|, in order: 2.183 3.495 2.860 1.712 2.551 2.260 3.753 16.301 6.707 0.417, all in eV/Å.
Values of calculated total energy, in order: -8867.5022 -13602.1987 -27094.8496 -338502.0022 -24943.0096 -60283.4170 -17779.7561 -47248.9289 -86411.8996 -101271.8292, all in eV.